Density functional theory data (ωB97M-V with the def2-TZVPD basis set) for a single C3H2N2OS molecule in a non-equilibrium geometry.

XYZ file:
```
9
Properties=species:S:1:pos:R:3:forces:R:3:lowdin_charge:R:1
C 0.660922 0.538731 -0.297420 -0.877 0.912 0.980 -0.54
C 0.180440 -0.159685 0.926830 -0.111 -0.977 -0.815 -0.34
C 2.181869 0.202299 -0.187506 0.713 0.066 -1.232 -0.46
N 2.277087 -0.762961 0.818813 1.142 0.015 -0.003 0.10
N 1.186938 -0.966901 1.393879 -1.341 0.572 1.153 0.03
O 3.061458 0.615870 -0.880767 -0.390 0.086 0.148 0.15
S 0.121711 1.961620 0.646434 0.780 -0.646 -0.165 0.85
H 0.230235 0.425350 -1.285486 0.182 0.025 -0.071 0.12
H -0.835423 -0.370139 1.200716 -0.098 -0.053 0.005 0.10
```
Forces are in eV/Å.

The value obtained for the total energy is -698.297172 Ha. Its net charge is 0. The calculation puts the HOMO-LUMO gap (alpha / beta) at 8.5 / 5.9 eV. For the energy relative to the best compared isomer or geometry (same formula, charge and spin), the calculation gives 34.2 kcal per mole. The value obtained for the LUMO energy (alpha / beta) is 0.01 / -3.73 eV. Its spin multiplicity is 3.